Record 1
Entry from the OMol25 dataset: a structure of composition C31H35NiP2 (ωB97M-V with the def2-TZVPD basis set).

```
69
Properties=species:S:1:pos:R:3:forces:R:3:lowdin_charge:R:1
Ni 0.20794 -0.22405 -0.88801 0.171 0.436 -0.086 -0.02
C -0.49286 -0.73681 4.46998 -0.040 0.009 -0.029 -0.11
C 0.12369 -1.64712 3.62227 -0.054 -0.008 -0.133 -0.10
C -0.31264 -1.77532 2.30713 0.077 -0.005 0.107 -0.12
C -1.37143 -1.00894 1.82778 -0.192 -0.136 0.016 -0.39
C -1.98760 -0.10762 2.68824 -0.021 0.114 0.067 -0.08
C -1.54915 0.03421 3.99934 0.017 -0.006 -0.038 -0.09
P -1.87730 -1.22462 0.07074 -0.083 -0.097 0.176 1.05
C -3.45420 -2.18476 0.28907 -0.006 0.115 0.089 -0.35
C -3.75442 -2.94813 1.41786 -0.048 -0.059 -0.028 -0.09
C -4.92020 -3.70862 1.48240 0.092 0.073 -0.043 -0.10
C -5.81304 -3.71574 0.42060 0.050 0.056 -0.024 -0.12
C -5.52657 -2.96052 -0.71259 0.081 0.012 0.042 -0.10
C -4.35980 -2.21082 -0.77616 -0.035 -0.028 -0.045 -0.12
C -2.41500 0.41929 -0.46684 -0.260 0.083 -0.117 -0.43
C -3.63894 1.05021 -0.22832 0.027 0.060 -0.010 -0.13
C -3.84117 2.33653 -0.71359 0.101 -0.090 0.003 -0.13
C -2.80860 2.96195 -1.41529 0.079 -0.107 -0.042 -0.13
C -1.59092 2.31813 -1.62475 -0.052 0.112 -0.006 -0.13
C -1.34086 1.01119 -1.17260 -0.319 -0.175 0.143 -0.23
H -0.14429 -0.61975 5.49003 -0.012 0.000 -0.029 0.09
H 0.95842 -2.23974 3.97818 -0.007 -0.003 -0.022 0.09
H 0.19357 -2.45318 1.62721 -0.006 0.018 0.033 0.09
H -2.79691 0.51221 2.31562 0.043 -0.029 0.045 0.10
H -2.02400 0.75687 4.65335 -0.002 -0.016 -0.023 0.09
H -3.07283 -2.94839 2.26036 -0.010 0.020 0.005 0.09
H -5.13249 -4.29121 2.37181 0.016 0.016 -0.007 0.09
H -6.72524 -4.29813 0.47541 0.019 0.003 -0.009 0.09
H -6.21553 -2.95562 -1.54971 0.015 0.009 0.016 0.09
H -4.14561 -1.62205 -1.66335 -0.023 -0.023 0.042 0.10
H -4.42938 0.55084 0.32804 0.039 -0.017 -0.041 0.09
H -4.78384 2.84711 -0.54617 0.030 -0.015 -0.012 0.08
H -2.96444 3.96418 -1.80775 0.021 -0.036 0.032 0.08
H -0.81175 2.85932 -2.16128 -0.048 -0.026 0.054 0.08
C 3.28493 0.07581 0.84289 0.047 -0.047 -0.033 -0.07
C 2.36823 1.30545 0.96061 -0.074 0.022 0.014 -0.58
C 2.39132 1.76829 2.42897 0.020 0.023 0.031 -0.08
C 0.95013 0.93724 0.53523 0.368 -0.164 -0.152 -0.07
C 2.96034 2.39307 0.04083 0.017 -0.017 -0.017 -0.16
C 3.97600 3.25079 0.47037 0.034 0.016 -0.064 -0.05
C 4.53401 4.20241 -0.37927 -0.062 -0.054 -0.016 -0.11
C 4.09266 4.31408 -1.69131 -0.071 -0.086 0.066 -0.12
C 3.08520 3.46374 -2.13748 0.053 -0.009 0.108 -0.09
C 2.52615 2.52085 -1.28247 0.106 0.151 0.072 -0.04
H 3.23286 -0.32005 -0.17382 0.028 0.074 0.094 0.03
H 4.33009 0.32374 1.07262 -0.079 -0.027 -0.002 0.08
H 2.94199 -0.70762 1.52989 0.021 0.066 -0.086 0.08
H 1.81884 1.05245 3.02630 0.045 0.036 -0.029 0.07
H 1.91926 2.75027 2.52986 0.001 -0.068 0.016 0.08
H 3.40479 1.82432 2.85051 -0.102 0.013 -0.046 0.06
H 0.22847 1.44702 1.18397 -0.061 0.072 0.017 0.03
H 4.34638 3.18233 1.48719 -0.036 0.004 -0.043 0.10
H 5.31482 4.86034 -0.01053 -0.032 -0.033 -0.015 0.09
H 4.52017 5.05832 -2.35285 0.001 -0.010 -0.004 0.09
H 2.72383 3.54082 -3.15782 0.004 -0.002 0.032 0.09
H 1.72093 1.87820 -1.61392 -0.079 -0.050 -0.009 0.07
C 2.64525 -2.72785 -1.57194 0.023 -0.060 -0.014 -0.28
P 1.46901 -1.45938 -2.20788 0.273 -0.097 0.025 0.74
C 2.62084 -0.46927 -3.23805 0.042 -0.011 -0.035 -0.28
C 0.68745 -2.46970 -3.52831 -0.091 0.009 -0.002 -0.29
H 3.20786 -3.20399 -2.38270 -0.020 0.021 0.048 0.03
H 2.08275 -3.49243 -1.02944 0.030 0.042 -0.038 0.03
H 3.34199 -2.26332 -0.87158 -0.049 -0.077 -0.063 0.02
H 3.20654 -1.10654 -3.90961 -0.021 0.051 0.026 0.03
H 3.29325 0.10037 -2.59380 -0.021 -0.026 -0.028 0.02
H 2.04360 0.24722 -3.82644 0.025 -0.030 0.018 0.04
H 1.44003 -2.90116 -4.19501 -0.038 -0.011 0.000 0.03
H 0.00233 -1.84544 -4.10491 0.027 -0.017 0.019 0.03
H 0.10508 -3.27126 -3.06911 0.009 0.033 -0.016 0.03
```
Positions in Å, forces in eV/Å.

Output
Kohn-Sham gap (spin up / spin down) = 5.421 / 6.431 eV
energy relative to the best compared isomer or geometry (same formula, charge and spin) = 0.375 eV
multiplicity = 3
<S²> = 2.015
highest occupied orbital energy (spin up / spin down) = -2.52 / -3.53 eV
net charge = -1

=====

Record 2
Entry from the OMol25 dataset: a structure of composition C31H36Br36O6S in a non-equilibrium geometry (ωB97M-V with the def2-TZVPD basis set).

```
110
Properties=species:S:1:pos:R:3:forces:R:3:lowdin_charge:R:1
C 3.08907 1.37872 0.37841 -0.325 0.898 -1.196 -0.17
C 3.76388 0.54935 -0.17047 0.422 -1.435 -1.169 -0.34
C 4.61235 -0.49088 -0.91056 -2.159 0.176 -0.353 -0.19
C 3.93094 -1.90916 -0.91543 3.359 1.459 -0.540 -0.25
O 4.07242 -2.43743 0.43551 -3.570 0.082 -0.616 -0.14
S 2.59822 -3.10109 0.79132 0.809 -1.109 1.183 0.63
O 2.82395 -4.51645 0.82465 -0.298 0.271 -1.183 -0.26
O 2.04063 -2.60670 2.00477 -0.011 0.770 -0.634 -0.28
O 1.70929 -2.60338 -0.47120 0.553 0.759 1.193 -0.15
C 2.51370 -2.10039 -1.57763 2.391 -2.616 -0.218 -0.34
C 2.74223 -3.41637 -2.42972 -1.364 0.157 -1.058 -0.11
C 1.37570 -3.98437 -2.99313 0.799 -0.568 -0.421 -0.14
C 0.73480 -5.11359 -2.11753 0.466 0.552 0.322 -0.21
C -0.41862 -4.64276 -1.18154 0.474 -1.219 0.286 -0.15
O -1.11271 -3.46651 -1.64103 -0.731 -0.492 0.568 -0.03
C -2.44521 -3.66587 -1.88875 -1.198 1.148 0.019 -0.49
C -3.38338 -2.59402 -1.26159 0.707 0.268 0.100 0.02
O -2.90970 -4.54868 -2.56026 0.706 -0.166 0.352 0.11
C 1.95017 -0.97226 -2.48221 -1.036 0.185 0.484 -0.04
C 0.54803 -0.43698 -2.10552 -1.147 0.312 -0.485 -0.18
C -0.35729 -0.27719 -3.20458 -0.024 0.087 0.197 -0.05
C -1.65918 0.23104 -3.06289 0.364 0.164 0.901 -0.08
C -2.12708 0.60134 -1.76795 1.301 -0.520 -0.580 -0.08
C -1.25568 0.43064 -0.66048 0.133 0.265 0.155 -0.24
C -1.79580 0.80162 0.74305 0.216 -0.998 -0.637 -0.11
C 0.08657 -0.06616 -0.81618 -0.674 0.041 -1.034 0.02
H 2.55485 2.23095 0.79024 0.404 -0.669 -0.434 0.05
H 4.66324 -0.17471 -1.98137 0.026 -0.118 0.736 0.13
H 5.65760 -0.52698 -0.56472 -0.806 -0.380 0.139 0.06
H 4.69911 -2.51160 -1.45929 -0.920 0.297 -0.049 0.16
H 3.37608 -3.20468 -3.32276 -0.186 0.182 0.768 0.13
H 3.23855 -4.21974 -1.84696 -0.185 0.664 -0.092 0.12
H 1.64890 -4.46634 -3.96307 -0.300 0.386 0.604 0.12
H 0.69100 -3.15135 -3.25040 0.149 -0.592 0.309 0.10
H 1.54502 -5.49980 -1.44273 -0.991 0.728 -0.861 -0.03
H 0.46672 -5.98951 -2.74857 -0.167 0.781 0.357 0.06
H -1.16410 -5.45422 -1.00930 0.559 0.469 -0.387 0.13
H 0.02488 -4.44904 -0.17788 -0.476 0.377 -0.724 0.12
H -2.80383 -1.73188 -0.86672 -0.372 -0.688 -0.227 0.06
H -3.97767 -3.04084 -0.42767 0.536 0.163 -0.708 0.05
H -4.08133 -2.20910 -2.03037 0.346 -0.365 0.356 0.08
H 2.62267 -0.09878 -2.59729 -0.117 -0.620 0.420 0.13
H 1.84782 -1.41662 -3.49733 0.135 0.349 0.722 0.12
H -0.03762 -0.53642 -4.23358 -0.050 0.061 0.790 0.11
H -2.28468 0.35286 -3.96570 0.327 -0.093 0.691 0.09
H -3.14642 1.00429 -1.64996 0.685 -0.285 0.101 0.04
H -1.30206 1.69209 1.17562 -0.350 -0.484 -0.313 0.02
H -2.89194 0.94154 0.68478 0.800 0.152 -0.105 -0.02
H -1.64373 -0.06576 1.42859 0.040 0.654 -0.307 0.09
H 0.75653 -0.17138 0.05323 -0.573 0.069 -0.420 0.10
C 3.25839 -4.36531 5.54934 -0.025 0.058 -0.032 -1.64
Br 5.13168 -3.98153 5.27276 -0.188 -0.021 0.030 0.57
Br 2.77813 -6.10609 4.88051 0.052 0.074 0.041 0.57
Br 2.74620 -4.14487 7.39914 0.081 -0.017 -0.182 0.57
H 2.69707 -3.63988 4.97277 0.033 -0.066 0.015 -0.04
C -2.89471 2.72166 4.10444 -0.057 0.060 0.055 -1.57
Br -1.38766 3.53943 3.20985 -0.097 0.018 0.170 0.63
Br -4.06575 1.80321 2.86817 -0.080 0.232 0.488 0.63
Br -2.32787 1.58409 5.55123 -0.079 0.036 -0.179 0.59
H -3.47136 3.52604 4.54543 0.048 -0.076 -0.062 -0.03
C -3.63532 5.89130 1.25267 -0.084 -0.077 0.011 -1.60
Br -2.94177 4.87240 -0.22988 0.008 0.144 0.116 0.54
Br -2.97454 7.70476 1.23443 -0.216 -0.116 0.065 0.58
Br -5.56374 5.82473 1.33329 0.195 0.032 -0.042 0.57
H -3.26257 5.42829 2.15910 0.007 0.053 -0.107 -0.09
C -6.29292 2.57761 -2.35672 -0.090 -0.015 -0.017 -1.59
Br -6.97668 4.37216 -2.54903 0.129 -0.170 0.045 0.58
Br -5.02185 2.14298 -3.74431 -0.102 0.075 0.150 0.60
Br -5.56154 2.28088 -0.59238 -0.152 -0.040 -0.147 0.52
H -7.13225 1.90223 -2.47138 0.089 0.054 0.008 -0.03
C 7.66968 2.71086 0.45806 0.124 -0.103 -0.225 -1.58
Br 8.56010 1.94345 1.99110 -0.129 0.079 -0.129 0.57
Br 5.99421 1.80869 0.07835 1.491 1.625 0.720 0.84
Br 7.42588 4.61799 0.65005 -0.014 -0.194 0.006 0.56
H 8.32020 2.55918 -0.39540 -0.006 0.070 0.122 -0.03
C -2.17188 11.44707 0.95654 -0.055 -0.002 0.040 -1.63
Br -2.91019 12.03779 -0.72753 0.081 -0.033 0.156 0.58
Br -0.24022 11.41334 0.91719 -0.174 0.020 -0.015 0.58
Br -2.84048 12.48252 2.44033 0.078 -0.089 -0.192 0.58
H -2.50573 10.42863 1.10638 0.012 0.095 -0.023 -0.11
C 1.78883 7.80368 -0.37425 0.010 0.011 0.035 -1.63
Br 2.17197 8.17808 -2.22943 -0.038 -0.064 0.183 0.57
Br 0.18403 6.74881 -0.17374 0.298 0.058 -0.115 0.53
Br 3.29648 6.99080 0.52033 -0.133 0.035 -0.106 0.56
H 1.60601 8.75534 0.11089 0.008 -0.093 -0.050 -0.06
C 2.98678 0.27065 4.54224 -0.251 -0.211 0.006 -1.57
Br 1.43884 0.65120 5.63138 0.099 0.024 -0.046 0.55
Br 2.58467 0.38051 2.64982 0.174 -0.198 1.825 0.79
Br 4.49387 1.37790 5.02044 -0.164 -0.071 -0.107 0.58
H 3.27062 -0.75500 4.74379 0.020 0.063 0.015 -0.04
C 1.50107 -9.24800 -1.44788 0.085 0.021 0.037 -1.57
Br 2.05071 -7.59965 -0.59398 0.202 -1.009 0.274 0.70
Br 0.60954 -8.91645 -3.13101 0.077 -0.042 0.133 0.60
Br 2.97797 -10.47640 -1.65643 -0.255 0.266 -0.138 0.55
H 0.77886 -9.72348 -0.79532 0.074 0.056 -0.061 -0.03
C -7.23394 -3.44575 -0.97273 0.043 -0.046 -0.085 -1.63
Br -6.42776 -4.39883 0.49944 -0.146 0.094 -0.092 0.59
Br -9.01057 -4.09369 -1.35995 0.176 0.091 0.077 0.58
Br -7.21142 -1.53443 -0.68255 0.023 -0.140 0.017 0.55
H -6.62561 -3.64170 -1.84835 -0.037 0.020 0.095 -0.03
C 5.86817 -10.31366 1.82185 -0.013 -0.001 0.084 -1.63
Br 4.95651 -8.82265 2.63557 0.093 -0.015 -0.093 0.55
Br 4.60926 -11.65352 1.24027 0.222 -0.035 0.180 0.53
Br 7.04412 -9.75782 0.39415 -0.166 -0.039 0.111 0.56
H 6.48850 -10.76512 2.58644 -0.054 0.041 -0.090 -0.03
C -7.13563 12.08756 -0.26905 0.050 0.001 -0.019 -1.64
Br -8.61906 12.38482 -1.46936 0.126 -0.043 0.142 0.57
Br -7.27158 13.17441 1.32077 0.001 -0.134 -0.150 0.56
Br -6.92288 10.21489 0.15645 -0.002 0.187 -0.017 0.55
H -6.23776 12.39852 -0.79010 -0.073 -0.043 0.070 -0.06
```
Positions in Å, forces in eV/Å.

Output
Kohn-Sham gap = 8.531 eV
highest occupied orbital energy = -9.03 eV

=====

no.,energy (eV)
1,-92334.045
2,-2577371.912